No. 1
12
Properties=species:S:1:pos:R:3:forces:R:3 method="wB97M-V/def2-TZVPD" spin_multiplicity=1 orbital_gap_ha="0.2912 / 0.2828" de_lowest_kcal_mol=159.4 homo_energy_ev="-9.26 / -8.54"
C 0.1998 0.9891 0.1339 1.833 0.398 -1.878
C -0.0786 -1.2162 1.3799 2.740 -0.331 1.811
C 0.7833 -0.2784 0.6061 2.388 2.137 2.529
N -0.0445 -0.0734 -2.8457 0.415 -0.028 0.085
O 0.3324 -1.4471 0.0578 -0.934 -1.168 -0.959
P -0.6090 0.6641 -1.5662 0.618 3.147 0.381
H 0.8792 1.8918 0.3488 -1.452 -1.208 -0.390
H 0.4871 -1.8048 2.1570 -0.856 0.410 -0.949
H -0.9791 -0.7810 1.7061 -1.666 -0.207 -0.424
H 1.8784 -0.1762 1.0332 -1.935 -0.603 -1.295
H -1.7296 0.2118 -1.0274 -1.970 -1.125 0.642
H -1.1196 2.0202 -1.9835 0.819 -1.424 0.447


No. 2
46
Properties=species:S:1:pos:R:3:forces:R:3 method="wB97M-V/def2-TZVPD" spin_multiplicity=1 orbital_gap_ha=0.3321 de_lowest_kcal_mol=15.6 homo_energy_ev=-8.67 smiles="CCOC(=O)c1ccc(NC(=O)C[C@H]2C(=O)OCCN2CC)cc1"
C 7.3106 0.6043 1.0871 -0.332 0.006 -0.250
C 6.5749 0.9266 -0.2061 0.568 -0.102 -0.035
O 5.1705 0.7166 -0.0758 -0.303 0.081 0.085
C 4.7318 -0.5440 -0.2316 0.183 -0.164 -0.088
O 5.4578 -1.4730 -0.4940 -0.019 0.092 0.036
C 3.2677 -0.6564 -0.0565 -0.229 -0.052 0.034
C 2.4727 0.4444 0.2581 0.121 -0.143 -0.058
C 1.1131 0.2896 0.4133 -0.106 -0.073 -0.003
C 0.5147 -0.9644 0.2569 0.355 -0.100 -0.029
N -0.8611 -1.0442 0.4382 0.163 0.298 0.140
C -1.6873 -2.1171 0.2874 -0.451 0.269 0.200
O -1.3428 -3.2313 -0.0278 0.092 -0.321 -0.102
C -3.1385 -1.7681 0.6084 -0.058 -0.209 -0.219
C -3.7095 -0.6339 -0.2700 0.085 -0.213 0.135
C -5.2305 -0.6287 -0.0606 -0.055 -0.366 -0.327
O -5.8954 -1.5843 -0.3544 0.169 0.101 0.015
O -5.8307 0.4319 0.4903 -0.265 -0.029 0.053
C -5.1182 1.6183 0.8145 0.438 0.384 0.137
C -3.6458 1.3336 1.0845 -0.425 0.020 -0.011
N -3.0310 0.6374 -0.0321 -0.084 0.175 0.094
C -2.8880 1.4500 -1.2391 0.169 -0.035 -0.203
C -1.7292 0.9659 -2.1048 -0.246 0.163 0.098
C 1.3101 -2.0672 -0.0532 -0.139 -0.155 -0.031
C 2.6709 -1.9070 -0.2069 0.217 0.330 0.028
H 8.3662 0.8338 0.9730 0.130 0.027 0.017
H 7.2025 -0.4522 1.3195 0.041 -0.057 0.034
H 6.9046 1.1907 1.9081 0.017 0.062 0.082
H 6.6810 1.9819 -0.4676 -0.030 -0.143 -0.006
H 6.9535 0.2999 -1.0206 -0.064 0.183 0.086
H 2.9296 1.4137 0.3799 0.010 0.072 0.015
H 0.4975 1.1425 0.6661 -0.058 0.084 0.033
H -1.3437 -0.1552 0.5635 -0.037 -0.192 -0.094
H -3.2021 -1.4957 1.6647 -0.045 0.014 0.023
H -3.7413 -2.6626 0.4465 0.128 0.084 0.048
H -3.5550 -0.9253 -1.3138 -0.091 0.053 0.108
H -5.2283 2.3248 -0.0170 -0.008 -0.065 0.120
H -5.6177 2.0333 1.6937 0.088 -0.002 -0.117
H -3.5547 0.7019 1.9733 0.001 0.101 0.037
H -3.1136 2.2686 1.2693 -0.028 -0.044 0.047
H -3.8108 1.4547 -1.8382 -0.011 0.087 0.066
H -2.6863 2.4774 -0.9258 -0.094 -0.017 -0.019
H -1.8586 -0.0714 -2.4020 0.022 -0.122 -0.069
H -0.7860 1.0528 -1.5729 0.107 -0.010 0.039
H -1.6752 1.5731 -3.0045 0.043 0.015 -0.131
H 0.8527 -3.0350 -0.1722 -0.006 -0.012 -0.003
H 3.2989 -2.7508 -0.4486 0.038 -0.074 -0.015


No. 3
13
Properties=species:S:1:pos:R:3:forces:R:3 method="wB97M-V/def2-TZVPD" spin_multiplicity=1 orbital_gap_ha=0.3995 de_lowest_kcal_mol=52.6 homo_energy_ev=-9.93 smiles=COCCO
C -1.7179 -0.5660 0.3502 -0.191 1.559 1.435
O -0.9703 0.1558 -0.6547 0.542 -0.864 0.137
C -0.0196 1.0568 -0.1443 1.058 0.969 1.582
C 1.2487 0.3550 0.4773 -3.384 -3.573 1.389
O 1.6198 -0.9173 -0.2305 -0.196 2.217 0.622
H -2.4386 -1.1543 -0.1970 -0.399 0.156 -0.134
H -1.1958 -1.3287 1.0378 -0.056 1.475 -1.075
H -2.2316 0.2868 0.9961 0.753 -2.034 -0.961
H 0.4241 1.7616 -0.8948 -1.389 -0.600 0.081
H -0.5421 1.6180 0.7414 1.115 -0.426 -1.601
H 0.7532 -0.0247 1.5002 1.939 0.888 -1.603
H 2.1022 0.9979 0.5908 0.243 0.098 0.083
H 0.8655 -1.1394 -0.7921 -0.036 0.135 0.045


No. 4
8
Properties=species:S:1:pos:R:3:forces:R:3 method="wB97M-V/def2-TZVPD" spin_multiplicity=1 orbital_gap_ha=0.4238 de_lowest_kcal_mol=9.5 homo_energy_ev=-11.85 smiles="NP(=O)=O.Cl"
N 0.3347 -0.0021 0.7293 0.407 -1.671 -6.734
P 1.7302 0.3954 0.0688 0.333 1.992 -2.691
O 2.7158 0.9045 1.0003 0.576 -0.307 0.255
O 1.7324 0.5177 -1.4461 -0.126 -1.019 2.777
H 0.2153 0.1847 1.6306 -1.231 0.525 4.473
H -0.3187 -0.3299 -0.0659 0.232 0.544 2.329
Cl -1.0366 -0.6515 -1.9193 0.301 0.020 -0.655
H 0.1971 -0.2142 -2.1713 -0.491 -0.084 0.245


No. 5
23
Properties=species:S:1:pos:R:3:forces:R:3 method="wB97M-V/def2-TZVPD" spin_multiplicity=1 orbital_gap_ha=0.3579 de_lowest_kcal_mol=15.4 homo_energy_ev=-9.43 smiles="CC(=O)N[C@@]1(F)CC(C)=CC=N1"
C -2.5384 1.2620 -2.9115 0.822 0.720 1.294
C -1.6471 0.3248 -2.0176 0.202 1.677 1.146
O -1.3814 -0.8220 -2.2353 -0.206 -0.460 -0.319
N -1.1714 1.0009 -0.8494 0.402 -3.144 -0.565
C -0.5626 0.4040 0.3342 -0.514 -0.902 1.033
F -1.6931 -0.1009 1.2027 1.702 0.317 -1.477
C 0.4924 -0.7908 0.1289 -1.570 1.758 2.639
C 1.4982 -0.8844 1.2756 -0.276 -1.364 0.691
C 2.1052 -2.3223 1.4542 -3.570 1.278 -1.745
C 1.7937 0.2076 2.0044 -0.506 -0.985 -0.732
C 0.9693 1.3855 1.8747 0.376 -0.280 -1.296
N -0.0450 1.4925 1.1320 -1.359 0.536 -1.157
H -2.7462 2.2148 -2.3106 -0.094 -1.397 -0.984
H -2.0132 1.5758 -3.8283 -0.087 -0.369 0.344
H -3.4509 0.7248 -3.1825 0.141 0.204 0.143
H -1.2658 1.9678 -0.8658 -0.187 1.747 0.604
H 1.1347 -0.4435 -0.6078 0.905 0.339 -2.239
H 0.0366 -1.7293 -0.0880 -0.380 -0.444 -0.389
H 1.3276 -3.0127 1.9048 0.244 0.741 -1.229
H 2.7864 -2.3988 2.1906 3.057 0.320 2.122
H 2.4554 -2.6461 0.4700 -0.031 -0.397 0.355
H 2.6372 0.2702 2.6335 0.685 -0.259 0.920
H 1.2783 2.3200 2.2912 0.243 0.364 0.840


No. 6
93
Properties=species:S:1:pos:R:3:forces:R:3 method="wB97M-V/def2-TZVPD" spin_multiplicity=1 orbital_gap_ha="0.1799 / 0.1813" total_charge=+1 homo_energy_ev="-8.84 / -8.86"
Mo -0.5030 0.1917 0.1728 0.072 0.115 -0.586
C -3.8159 -3.8724 -3.5878 0.040 -0.042 0.040
C -4.2743 -2.6796 -4.1588 0.018 0.045 0.009
C -4.0108 -1.4549 -3.5808 0.130 0.057 0.266
C -3.2511 -1.4403 -2.4152 0.175 -0.998 -0.146
C -2.8034 -0.3799 -1.5632 0.105 -0.031 0.922
N -1.9538 -0.9048 -0.5903 -1.666 -1.010 -0.854
C -2.0225 -2.2690 -0.6802 0.358 0.547 0.661
N -1.5958 -3.0621 0.2759 -0.267 -0.450 -0.191
C -1.0260 -2.5880 1.3598 -0.014 0.585 -0.283
C -0.8227 -3.4159 2.5164 0.556 0.119 0.807
C -1.2519 -4.7013 2.8157 0.009 0.171 -0.079
C -0.9139 -5.2172 4.0521 -0.040 0.024 -0.130
C -0.1854 -4.4607 4.9722 0.032 0.037 0.036
C 0.2333 -3.1733 4.6863 0.122 0.120 -0.140
C -0.0775 -2.6518 3.4344 -0.540 -0.886 -0.189
C 0.1569 -1.3811 2.8008 -0.081 0.305 -0.636
N 0.9931 -0.4911 3.2571 0.295 0.044 0.561
C 1.0830 0.7007 2.7181 -0.788 -0.206 -0.554
N 0.1835 1.1669 1.7737 1.001 0.827 1.581
C 0.3521 2.5353 1.6797 -0.893 -0.431 0.251
N -0.5782 3.3773 1.2761 0.314 0.491 0.083
C -1.6747 2.9625 0.6948 0.267 -0.642 -0.291
N -1.8062 1.7132 0.1315 -1.310 0.981 -0.047
C -2.9624 1.7361 -0.6585 0.868 -0.154 0.601
N -3.3124 0.8221 -1.5166 -0.483 -0.001 -0.676
C -3.6549 2.9732 -0.4491 0.166 0.660 0.433
C -4.8881 3.4350 -0.8982 0.195 -0.111 0.008
C -5.3290 4.6534 -0.4192 -0.074 -0.105 -0.085
C -4.5566 5.4026 0.4690 0.152 0.081 0.032
C -3.3061 4.9766 0.8774 0.113 -0.050 0.049
C -2.8536 3.7460 0.4203 -0.713 -0.154 -0.416
C 1.5487 2.9081 2.3840 0.659 -0.369 0.560
C 2.2684 4.0988 2.4493 -0.251 -0.084 0.000
C 3.4370 4.1090 3.1844 0.013 -0.025 0.024
C 3.8786 2.9669 3.8608 0.010 -0.047 -0.014
C 3.1680 1.7848 3.8171 -0.205 -0.159 -0.006
C 1.9989 1.7448 3.0591 0.181 0.998 -0.212
N -0.5243 -1.3193 1.5786 0.136 -1.426 1.169
C -2.7648 -2.6456 -1.8495 -0.525 0.451 -0.630
C -3.0692 -3.8751 -2.4254 0.071 0.116 0.108
H -4.0509 -4.8089 -4.0709 -0.033 -0.069 -0.028
H -4.8456 -2.7192 -5.0717 -0.095 -0.033 -0.121
H -4.3600 -0.5309 -4.0096 -0.115 0.118 -0.104
H -1.8548 -5.2513 2.1124 -0.015 -0.134 -0.122
H -1.2266 -6.2168 4.3099 -0.038 -0.088 0.087
H 0.0422 -4.8942 5.9338 0.048 -0.008 0.104
H 0.7814 -2.5934 5.4116 0.073 0.085 0.064
H -5.4705 2.8399 -1.5832 -0.129 -0.044 -0.049
H -6.2937 5.0349 -0.7207 -0.050 -0.010 -0.044
H -4.9512 6.3346 0.8434 0.016 0.111 0.013
H -2.7083 5.5649 1.5526 0.093 0.109 0.121
H 1.9216 4.9740 1.9228 -0.042 0.137 -0.026
H 4.0318 5.0063 3.2503 0.010 0.140 -0.044
H 4.8037 3.0187 4.4151 0.044 -0.032 0.084
H 3.5071 0.9061 4.3412 0.070 -0.126 0.079
H -2.7257 -4.7928 -1.9732 0.036 -0.092 0.011
C 4.7316 -1.8073 2.1724 -0.154 -0.202 0.083
O 4.7885 -0.6132 1.3946 0.198 0.227 -0.070
C 3.6367 -0.1710 0.8643 -0.222 -0.207 -0.257
O 2.5811 -0.7629 0.8880 0.305 -0.073 0.362
N 3.8404 1.0055 0.2252 0.293 0.624 -0.100
N 2.7269 1.7559 -0.1770 0.323 0.176 -0.033
H 5.7070 -2.2840 2.0833 -0.110 0.058 0.014
H 3.9376 -2.4628 1.8095 0.114 0.040 0.055
H 4.5329 -1.5528 3.2157 0.008 -0.043 -0.077
H 4.7553 1.4375 0.3122 -0.298 -0.061 0.060
H 2.8257 2.0430 -1.1460 0.052 -0.161 0.216
H 2.6217 2.5803 0.4128 0.214 -0.217 -0.194
C -0.4892 0.1115 -4.0691 0.243 0.568 0.469
Si 0.2226 1.4173 -2.8716 -0.132 0.653 -1.499
C 2.0062 1.8762 -3.3956 -0.736 -0.213 0.376
C -0.8297 3.0149 -2.8308 0.400 -0.737 0.012
O 0.1631 0.8023 -1.3440 1.270 0.209 -1.167
H -1.2733 0.5400 -4.6837 -0.207 0.170 -0.118
H -0.9141 -0.7451 -3.5531 0.032 -0.071 0.136
H 0.2816 -0.2566 -4.7373 0.189 -0.067 -0.075
H 2.0713 1.9037 -4.4800 -0.096 0.002 -0.186
H 2.7428 1.1538 -3.0532 0.058 -0.173 0.049
H 2.2845 2.8666 -3.0412 0.031 0.147 0.078
H -0.6752 3.5839 -3.7434 0.058 0.093 -0.180
H -0.5673 3.6585 -1.9910 0.140 0.019 0.081
H -1.8941 2.8019 -2.7553 -0.069 -0.083 -0.070
N 3.0705 -3.7373 -2.4595 0.119 -0.401 0.016
C 2.5653 -3.2190 -1.1962 -0.163 0.231 0.059
C 1.5864 -2.0896 -1.5060 0.023 -0.384 0.405
O 1.7200 -1.5947 -2.7150 0.024 0.341 -0.409
O 0.7688 -1.6965 -0.7060 0.168 -0.153 -0.186
H 4.0199 -4.0796 -2.3782 -0.079 0.024 -0.050
H 2.3921 -2.1637 -3.1805 -0.170 0.082 0.334
H 2.4890 -4.5043 -2.7832 0.162 0.046 -0.049
H 3.3775 -2.7556 -0.6290 -0.082 -0.035 -0.025
H 2.0797 -3.9470 -0.5377 0.011 0.109 -0.121


No. 7
70
Properties=species:S:1:pos:R:3:forces:R:3 method="wB97M-V/def2-TZVPD" spin_multiplicity=3 orbital_gap_ha="0.2810 / 0.2152" homo_energy_ev="-8.34 / -8.36"
Pt -0.1298 3.4396 -3.5140 -0.557 0.475 -0.078
C -1.0464 -0.8659 -1.1396 0.043 -1.390 -0.040
C -1.3384 -0.8128 -2.4407 1.087 0.091 0.167
C -2.6877 -0.8374 -3.0649 -0.448 -0.049 0.037
C -3.2591 0.5672 -3.2594 0.520 -0.313 -0.689
C -3.1332 1.4898 -2.1017 0.053 0.267 0.688
C -3.2482 1.1957 -0.8017 0.572 0.730 -0.768
C -3.3491 -0.1663 -0.2219 -0.692 -0.413 0.484
C -2.0059 -0.9087 0.0153 -0.335 0.382 0.242
C -0.3093 2.7877 -1.6067 0.217 -0.437 0.414
H -0.0221 -1.1204 -0.8318 -0.158 0.764 -0.338
H -0.4810 -0.6903 -3.1220 -0.391 -0.339 0.166
H -3.3955 -1.4050 -2.4675 0.169 -0.288 -0.098
H -2.6270 -1.3232 -4.0481 0.020 0.069 0.365
H -2.6316 1.0318 -4.0369 -0.331 -0.188 -0.134
H -4.2930 0.4717 -3.6404 0.249 0.264 0.133
H -2.7512 2.4752 -2.4095 -0.803 -0.169 0.420
H -3.1814 2.0165 -0.0888 0.282 -0.047 -0.056
H -3.9673 -0.7761 -0.8875 -0.104 0.045 0.543
H -3.8583 -0.0507 0.7498 0.038 -0.422 -0.322
H -1.4650 -0.4487 0.8550 -0.284 -0.014 -0.018
H -2.2554 -1.9355 0.3581 0.280 0.384 -0.332
H -0.1813 1.7118 -1.8273 -0.180 0.489 0.709
H -1.2560 2.9584 -1.0769 0.577 0.255 -0.271
H 0.5858 3.1903 -1.1020 -0.524 -0.163 0.007
P -3.7165 3.1616 -4.9731 -2.947 1.208 -0.333
P -3.0927 -0.4625 -6.5035 -2.009 -1.355 -1.574
N -5.2914 3.4454 -4.1549 0.166 -0.055 0.692
N -3.7876 4.6835 -5.8364 0.366 0.102 -0.503
N -4.7011 -1.3875 -6.7504 0.307 0.308 0.542
N -2.4641 -0.9436 -8.0545 1.243 0.157 -1.243
C -4.5419 2.0348 -6.2030 0.122 -0.590 -0.631
C -3.5597 1.2279 -7.0841 -0.527 0.694 -0.334
C -5.3508 4.0541 -2.8967 -1.039 0.060 -0.759
C -6.6514 4.5098 -2.7029 0.930 -0.305 -0.258
C -7.4236 4.1798 -3.8610 1.213 -0.581 -0.422
C -6.5681 3.5199 -4.7358 -0.008 0.425 0.928
C -2.6870 5.5431 -5.8880 -0.914 0.125 -0.671
C -2.9620 6.5410 -6.8071 0.128 -0.813 0.378
C -4.2514 6.2728 -7.3695 0.098 -0.860 0.918
C -4.7607 5.1617 -6.7202 0.959 0.562 -0.361
C -5.1139 -2.5609 -6.0825 -0.205 0.422 -0.375
C -6.4305 -2.8543 -6.4375 1.131 0.707 0.379
C -6.8689 -1.8025 -7.2878 1.127 0.301 -0.023
C -5.7821 -0.9660 -7.5133 -0.660 -0.412 0.545
C -3.0586 -1.5464 -9.1733 0.973 0.296 -0.267
C -2.1782 -1.4716 -10.2483 -0.125 0.453 1.173
C -1.0137 -0.7513 -9.7990 -0.585 0.000 0.608
C -1.2145 -0.4298 -8.4681 -0.738 -0.742 -0.563
H -5.1834 2.6126 -6.8980 0.443 -0.162 0.571
H -5.2177 1.3455 -5.6662 0.305 0.348 -0.041
H -3.9690 1.1549 -8.1135 0.294 -0.130 0.558
H -2.6293 1.8155 -7.2024 -0.069 -0.504 0.051
H -4.4534 4.0839 -2.2809 -0.452 0.098 -0.136
H -7.0007 5.0322 -1.8314 -0.045 0.003 0.129
H -8.4689 4.3932 -4.0490 0.205 -0.080 0.107
H -6.7720 3.1026 -5.7125 -0.009 0.094 0.315
H -1.8493 5.3237 -5.2384 0.018 0.257 -0.163
H -2.3149 7.3618 -7.0525 0.117 0.072 -0.055
H -4.7323 6.7840 -8.1852 -0.104 0.245 0.158
H -5.7460 4.7306 -6.8050 0.268 -0.097 0.012
H -4.4209 -3.0642 -5.4169 -0.192 0.049 -0.172
H -7.0371 -3.7009 -6.1394 0.297 0.156 0.171
H -7.8845 -1.6595 -7.6083 0.026 -0.008 -0.458
H -5.6918 -0.1508 -8.2053 -0.051 0.275 0.102
H -4.0501 -1.9666 -9.1236 0.146 -0.067 0.096
H -2.3420 -1.8658 -11.2449 -0.044 0.049 0.277
H -0.1469 -0.4824 -10.3948 -0.202 -0.108 0.207
H -0.6060 0.1302 -7.7718 0.055 -0.133 -0.061
Cl 1.4006 1.8424 -3.8831 0.687 -0.450 -0.742


No. 8
11
Properties=species:S:1:pos:R:3:forces:R:3 method="wB97M-V/def2-TZVPD" spin_multiplicity=1 orbital_gap_ha=0.3401 de_lowest_kcal_mol=52.7 homo_energy_ev=-9.12 smiles="O=S1(=O)C=CSC1"
O -2.1800 -0.2283 0.8051 -1.076 -0.374 0.768
S -1.1557 -0.0917 -0.1618 3.615 0.739 -0.538
O -1.4075 0.0446 -1.5707 -0.526 -0.423 0.126
C -0.0539 1.3637 0.2454 0.717 -2.163 1.091
C 1.2630 0.9895 0.0152 -3.386 2.560 0.353
S 1.6370 -0.5283 -0.6673 0.740 -1.525 0.159
C 0.2743 -1.4878 0.0108 -1.462 4.285 0.885
H -0.6029 2.1031 0.9188 1.336 -0.674 -1.385
H 2.0597 1.7185 0.0355 0.206 -0.077 0.278
H -0.0932 -2.1270 -0.6990 -0.609 -2.141 -1.440
H 0.2593 -1.7563 1.0679 0.445 -0.208 -0.298